# 1
Here is C28H39As2CaN6O10SSbSe4 as an isolated structure from the Open Molecules 2025 dataset. Energies are from wB97M-V/def2-TZVPD.

Geometry as XYZ:
```
92
Properties=species:S:1:pos:R:3
Ca -0.5801 1.0950 1.2496
Se -0.5909 6.3815 3.4840
Sb -1.2272 5.1803 1.4961
Se 0.5740 5.0062 -0.2174
Se -2.5475 3.1176 1.8523
Se -2.2586 6.4080 -0.3565
N -2.8265 3.1848 -2.1414
C -2.3881 3.4562 -3.5086
C -0.8693 3.5731 -3.5687
C -0.1157 2.2418 -3.5936
C -0.4954 1.2299 -2.5136
N -0.3388 1.7204 -1.1398
H -3.8067 2.9311 -2.1147
H -2.7222 4.0237 -1.5718
H -2.8297 4.3767 -3.9166
H -2.7191 2.6297 -4.1493
H -0.5398 4.1828 -2.7231
H -0.5903 4.1310 -4.4691
H 0.9576 2.4499 -3.5097
H -0.2685 1.7610 -4.5679
H 0.1344 0.3461 -2.6324
H -1.5333 0.9198 -2.6338
H -0.9502 2.5367 -1.0462
H 0.6104 2.0663 -1.0072
N 6.1905 5.6982 4.2005
C 5.2206 4.8054 3.7204
C 5.4324 3.4287 3.8083
C 4.4618 2.5447 3.3742
C 3.2751 3.0343 2.8502
C 3.0418 4.4026 2.7728
C 4.0160 5.2817 3.2081
S 2.0055 1.9457 2.3116
O 0.7655 2.7098 2.4228
O 2.0115 0.7397 3.1160
N 2.0816 1.6016 0.7655
C 3.0717 0.8608 0.2231
N 2.8334 0.4339 -1.0439
C 3.7785 -0.2804 -1.6190
C 4.9844 -0.5956 -1.0000
C 5.1420 -0.0913 0.2778
N 4.2159 0.6230 0.8975
H 7.1339 5.3497 4.1354
H 6.1150 6.6241 3.8091
H 6.3595 3.0555 4.2300
H 4.6110 1.4762 3.4353
H 2.1002 4.7795 2.3926
H 3.8254 6.3476 3.1606
H 3.5671 -0.6246 -2.6287
H 5.7473 -1.1850 -1.4874
H 6.0564 -0.2744 0.8376
C -1.5174 -5.6835 -2.4835
O -2.1182 -4.6980 -3.3094
C -2.7091 -3.5910 -2.7804
O -3.1126 -2.7553 -3.5386
C -2.6146 -3.3755 -1.2974
C -3.3064 -4.1096 -0.4130
As -3.1469 -3.8564 1.5861
C -1.3653 -4.6856 1.7165
C -2.6369 -1.9973 1.3540
C -1.3582 -1.6306 0.8378
As -1.6242 -1.6311 -1.0973
C 0.0700 -2.3264 -1.8415
C -0.1656 -1.9545 1.5620
O -0.0897 -2.2733 2.7393
O 0.9715 -1.7475 0.8181
C 2.1916 -2.1127 1.4663
C -3.8132 -1.2069 1.0376
O -4.9596 -1.6263 1.0532
O -3.5147 0.0800 0.7257
C -4.6092 0.8359 0.1935
C -4.3279 -5.0609 -0.9637
O -4.9986 -4.8051 -1.9284
O -4.5686 -6.2521 -0.3476
C -3.5938 -6.8544 0.4920
H -0.8525 -6.2493 -3.1338
H -2.2705 -6.3601 -2.0750
H -0.9414 -5.2438 -1.6690
H -1.4761 -5.7679 1.6525
H -0.9279 -4.4226 2.6757
H -0.7095 -4.3383 0.9180
H 0.4131 -3.2181 -1.3208
H 0.8296 -1.5530 -1.7477
H -0.1131 -2.5445 -2.8957
H 2.9640 -2.0220 0.7048
H 2.1347 -3.1417 1.8250
H 2.4005 -1.4468 2.3007
H -4.1970 1.8106 -0.0433
H -5.3957 0.9380 0.9402
H -5.0085 0.3315 -0.6868
H -3.7562 -7.9292 0.4190
H -3.7161 -6.5396 1.5278
H -2.5820 -6.6260 0.1562
```

spin multiplicity	1
charge	-2
LUMO level (spin up / spin down)	3.24 / 3.70	eV
energy relative to the best compared isomer or geometry (same formula, charge and spin)	69.51	kJ/mol

# 2
Here is C28H39AsBrGaN5O4S2 as an isolated structure from the Open Molecules 2025 dataset. Energies are from wB97M-V/def2-TZVPD.

Geometry as XYZ:
```
81
Properties=species:S:1:pos:R:3
Ga 0.1133 -0.4768 0.2250
Br 0.9619 1.7410 3.4172
C 0.0615 0.0903 3.6161
C 0.0079 -0.4841 4.8713
C -0.6849 -1.6755 5.0096
C -1.2976 -2.2371 3.9039
C -1.1705 -1.5961 2.6891
N -0.5063 -0.4360 2.5379
C -1.7789 -2.1978 1.4382
O -2.7210 -2.9471 1.5384
O -1.2216 -1.8199 0.3248
H 0.4953 -0.0089 5.7089
H -0.7466 -2.1548 5.9779
H -1.8605 -3.1582 3.9502
O 6.2041 -4.3527 -3.1574
C 6.4126 -3.3961 -2.2268
O 7.4925 -2.8942 -2.1084
C 5.2377 -2.9935 -1.3889
C 3.9269 -3.0423 -1.8472
C 2.8806 -2.5867 -1.0568
C 3.1262 -2.0836 0.2205
S 1.8660 -1.5333 1.3300
C 4.4456 -2.0716 0.6901
C 5.4870 -2.5056 -0.1107
H 5.3391 -4.7621 -3.0395
H 3.7034 -3.4095 -2.8438
H 1.8704 -2.6450 -1.4224
H 4.6463 -1.7198 1.6948
H 6.5106 -2.4704 0.2415
N 0.1376 -1.0024 -1.7844
C 0.0248 -0.8154 -2.9204
N -0.0672 -0.6332 -4.2029
C 1.0866 -0.1181 -4.9702
C 0.7298 1.2266 -5.6415
C -0.5782 1.7846 -5.0812
C -1.7328 0.8118 -5.3369
C -1.3704 -0.6236 -4.8892
H 1.3524 -0.8727 -5.7100
H 1.9212 -0.0145 -4.2797
H 0.6264 1.0855 -6.7191
H 1.5425 1.9357 -5.4888
H -0.8022 2.7485 -5.5378
H -0.4625 1.9635 -4.0082
H -1.9551 0.8021 -6.4048
H -2.6351 1.1523 -4.8273
H -1.2879 -1.2958 -5.7426
H -2.1120 -1.0450 -4.2143
C -2.8629 0.4848 0.4853
C -3.9518 1.5869 0.3813
N -3.4472 2.7583 -0.3326
C -2.9229 2.3400 -1.6256
C -1.7389 1.3549 -1.4440
N -1.5573 1.0196 -0.0044
C -1.2823 2.2765 0.7591
C -2.3601 3.3441 0.4449
H -3.1141 -0.3860 -0.1139
H -2.7394 0.1592 1.5127
H -4.2748 1.9088 1.3715
H -4.8284 1.2048 -0.1410
H -2.6059 3.2254 -2.1782
H -3.7321 1.8703 -2.1867
H -0.8031 1.7766 -1.8092
H -1.9323 0.4223 -1.9687
H -0.2875 2.6272 0.5080
H -1.2910 2.0082 1.8111
H -1.9365 4.1714 -0.1266
H -2.7713 3.7567 1.3664
C 3.9151 3.6324 -0.3633
As 3.6140 1.7412 -0.2259
C 4.2426 1.2316 1.5126
C 4.7738 0.9577 -1.5356
S 1.5698 1.4607 -0.7724
H 4.9728 3.8567 -0.2307
H 3.3286 4.1416 0.3975
H 3.5846 3.9545 -1.3473
H 5.3089 1.0276 1.4221
H 3.7092 0.3490 1.8518
H 4.0709 2.0579 2.1971
H 5.8069 1.1989 -1.2826
H 4.5186 1.3779 -2.5054
H 4.6351 -0.1190 -1.5461
```

spin multiplicity	1
charge	+1
LUMO level	-2.40	eV
energy relative to the best compared isomer or geometry (same formula, charge and spin)	66.67	kJ/mol

# 3
Here is C28H39BiN3O5SSi as an isolated structure from the Open Molecules 2025 dataset. Energies are from wB97M-V/def2-TZVPD.

Geometry as XYZ:
```
78
Properties=species:S:1:pos:R:3
Bi 2.6424 1.3111 -0.9653
C -3.9680 -0.7993 -1.7981
O -4.6336 0.1656 -0.9939
C -4.2852 1.4603 -1.1499
C -4.9452 2.3770 -0.3340
C -4.6239 3.7160 -0.4022
C -3.6123 4.1628 -1.2506
C -3.0014 3.2543 -2.1077
C -3.3396 1.9089 -2.0699
N -3.3330 5.5718 -1.1846
N -2.2100 6.0220 -1.4689
C -1.0913 5.1654 -1.6995
C -0.3110 5.3654 -2.8060
C 0.8116 4.5621 -3.0781
C 1.1945 3.5730 -2.2122
O 2.2551 2.7712 -2.4413
C 0.4492 3.4183 -1.0204
N 0.8606 2.4497 -0.1428
C 0.1567 2.1754 0.9419
C -0.9629 2.9329 1.2926
C -1.3563 3.9592 0.4750
C -0.6877 4.2007 -0.7432
H -4.3197 -1.7677 -1.4597
H -2.8846 -0.7404 -1.6689
H -4.2158 -0.6735 -2.8536
H -5.7172 2.0131 0.3331
H -5.1339 4.4421 0.2205
H -2.2824 3.5953 -2.8409
H -2.8700 1.2263 -2.7653
H -0.6070 6.1351 -3.5092
H 1.3877 4.7076 -3.9840
H 0.4814 1.3354 1.5427
H -1.4939 2.7090 2.2082
H -2.1935 4.5829 0.7644
C 4.2677 0.1758 2.2158
C 2.9131 -0.4975 2.3186
C 3.0642 -1.9571 2.7262
C 2.0241 0.2344 3.3122
O 2.3041 -0.4178 0.9807
Si 1.2331 -1.4339 0.2107
S 1.0423 -0.4169 -1.6872
O 1.7198 -2.9503 0.0322
C 2.6750 -3.6802 -0.7849
C 3.9049 -2.8241 -1.0586
C 1.9827 -4.0701 -2.0798
C 3.0470 -4.9104 0.0225
O -0.1409 -1.3455 1.0447
C -1.3003 -2.2113 1.1783
C -0.9243 -3.3820 2.0741
C -2.3770 -1.3555 1.8167
C -1.7278 -2.6869 -0.2027
H 4.7770 0.1372 3.1799
H 4.1619 1.2296 1.9363
H 4.8956 -0.3284 1.4758
H 3.4923 -2.0120 3.7276
H 3.7225 -2.4913 2.0394
H 2.0929 -2.4625 2.7370
H 2.4347 0.1291 4.3173
H 1.0154 -0.1875 3.3027
H 1.9720 1.3018 3.0819
H 3.6509 -1.9816 -1.7084
H 4.6692 -3.4203 -1.5588
H 4.3249 -2.4426 -0.1241
H 1.6784 -3.1825 -2.6383
H 1.0968 -4.6721 -1.8651
H 2.6592 -4.6598 -2.7019
H 3.4805 -4.6236 0.9835
H 3.7740 -5.5135 -0.5242
H 2.1600 -5.5189 0.2109
H -0.5983 -3.0185 3.0525
H -0.1102 -3.9554 1.6237
H -1.7816 -4.0425 2.2177
H -2.0295 -0.9689 2.7781
H -3.2799 -1.9451 1.9850
H -2.6243 -0.5109 1.1673
H -0.9368 -3.2878 -0.6648
H -1.9381 -1.8305 -0.8508
H -2.6267 -3.3010 -0.1282
```

spin multiplicity	1
charge	+1
LUMO level	-3.66	eV
energy relative to the best compared isomer or geometry (same formula, charge and spin)	21.95	kJ/mol

# 4
Here is C28H39Cl2N4O4Sc as an isolated structure at a distorted geometry from the Open Molecules 2025 dataset. Energies are from wB97M-V/def2-TZVPD.

Geometry as XYZ:
```
78
Properties=species:S:1:pos:R:3
O 0.8839 1.2782 -1.7780
C 0.8332 1.7360 -3.0014
C 0.8552 3.2802 -3.0048
C 0.5227 3.9736 -1.8551
H 0.2667 3.4154 -0.9501
C 0.5048 5.3752 -1.8664
H 0.2297 5.9047 -0.9566
C 0.8460 6.0699 -3.0225
H 0.8401 7.1604 -3.0319
C 1.2026 5.3595 -4.1812
H 1.4804 5.8950 -5.0880
C 1.2077 3.9681 -4.1760
H 1.4737 3.4008 -5.0720
H 1.7325 1.4087 -3.5721
C -0.1319 -0.2842 -4.1976
C -0.3210 1.1706 -3.8509
H -0.7753 -0.5741 -5.0276
H -0.3994 -0.9459 -3.3357
H 0.9100 -0.4484 -4.3893
C -1.4944 1.9265 -4.0435
C -2.7665 1.4153 -4.6766
H -1.5003 2.9570 -3.6619
H -2.9774 2.0042 -5.5577
H -3.6107 1.5362 -3.9806
H -2.6877 0.3604 -4.9491
Sc -0.4822 0.2378 -0.7540
Cl -1.5652 2.1575 0.2056
Cl -2.2785 0.1082 -2.3787
C -2.9661 -0.9138 0.3302
O -1.7185 -1.0793 0.3469
N -3.7595 -1.6261 1.1115
C -3.3088 -2.8830 1.6946
C -5.1126 -1.1851 1.3950
H -3.4496 -0.1612 -0.3373
H -2.2511 -3.0281 1.4587
H -3.9080 -3.7164 1.2863
H -3.4613 -2.8511 2.7844
H -5.2345 -0.1526 1.0220
H -5.2878 -1.2034 2.4822
H -5.8445 -1.8407 0.8999
H 1.3119 -4.7599 -1.7647
H 3.8686 -3.8579 -1.3946
C 1.3158 -3.9486 -2.5075
C 3.5786 -3.0064 -2.0297
N 2.1383 -2.8394 -2.0211
H 0.3007 -3.5906 -2.6836
C 1.5863 -1.6975 -1.6376
O 0.3267 -1.5830 -1.5211
H 4.0411 -2.0814 -1.6432
H 2.2828 -0.8434 -1.4509
H 1.7540 -4.3243 -3.4437
H 3.9286 -3.1921 -3.0572
C 0.4171 0.0557 5.8286
N 0.0185 0.0982 4.4358
N 0.8508 -0.2028 3.3491
C 0.1354 0.1115 2.1805
O 0.6660 0.0053 1.0194
C -1.1586 0.5250 2.6351
C -1.1577 0.5618 3.9921
C -2.2862 0.9951 4.8054
C 2.0767 -0.9289 3.4493
C 2.1774 -1.9890 4.3376
C 3.3605 -2.7280 4.4415
C 4.4477 -2.4208 3.6264
C 4.3343 -1.3722 2.7011
C 3.1629 -0.6351 2.5982
H -0.3748 0.4994 6.4216
H 1.3247 0.6156 6.0032
H 0.5189 -0.9734 6.1939
H -2.0319 0.7985 2.0569
H -2.6415 0.1896 5.4458
H -2.0235 1.8624 5.4047
H -3.1284 1.2949 4.1649
H 1.3285 -2.2994 4.9581
H 3.4089 -3.5614 5.1561
H 5.3679 -3.0101 3.7115
H 5.1932 -1.1478 2.0561
H 3.0837 0.1749 1.8614
```

spin multiplicity	1
charge	0
LUMO level	0.07	eV

| no. | molar mass (g mol⁻¹) |
| --- | --- |
| 1 | 1279.24 |
| 2 | 798.33 |
| 3 | 766.77 |
| 4 | 611.51 |